Record 1
{"formula": "C6H12O", "method": "ωB97M-V with the def2-TZVPD basis set", "species": ["C", "C", "C", "O", "C", "C", "C", "H", "H", "H", "H", "H", "H", "H", "H", "H", "H", "H", "H"], "positions_angstrom": [[0.06607, -1.01527, 2.13167], [0.18480, 0.20961, 1.17025], [1.48477, 0.52767, 0.36191], [1.10254, 0.82124, -0.97538], [-0.29937, 0.73416, -1.17298], [-0.52212, -0.09563, -2.42000], [-0.89504, 0.08822, 0.07661], [0.91158, -1.07551, 2.81632], [-0.04749, -1.97307, 1.60464], [-0.84345, -0.94539, 2.76435], [-0.02634, 1.09147, 1.78591], [1.98146, 1.44232, 0.72787], [2.24316, -0.26189, 0.30557], [-0.70693, 1.74878, -1.29389], [-0.04109, 0.38375, -3.27545], [-1.59359, -0.21801, -2.60088], [-0.06352, -1.08235, -2.27393], [-1.12183, -0.96773, -0.12040], [-1.81361, 0.58765, 0.38782]], "forces_ev_per_a": [[0.06, 0.29, -0.08], [-0.43, -0.38, 0.23], [0.00, 0.17, 0.14], [0.04, -0.08, 0.04], [-0.21, -0.12, 0.02], [-0.05, 0.07, -0.03], [0.19, 0.14, 0.07], [0.07, -0.08, -0.01], [0.34, 0.29, -0.08], [0.44, 0.27, -0.41], [0.02, -0.05, -0.15], [-0.13, -0.41, 0.29], [-0.26, -0.14, 0.31], [0.09, -0.08, -0.10], [-0.16, -0.09, -0.01], [0.10, 0.00, -0.15], [-0.14, 0.18, -0.05], [0.05, 0.17, 0.07], [-0.05, -0.13, -0.08]], "nbo_charge": [-0.601, -0.245, -0.064, -0.539, 0.098, -0.613, -0.422, 0.210, 0.204, 0.212, 0.201, 0.175, 0.177, 0.163, 0.217, 0.204, 0.206, 0.199, 0.217], "multiplicity": 1, "homo_energy_ha": -0.3443, "relative_energy_kj_mol": 62.4, "charge": 0, "lumo_ev": 1.09, "total_energy_ha": -311.0355}

=====

Record 2
{"formula": "C6H10O", "method": "ωB97M-V with the def2-TZVPD basis set", "species": ["C", "O", "C", "C", "C", "C", "C", "H", "H", "H", "H", "H", "H", "H", "H", "H", "H"], "positions_angstrom": [[-2.24971, 0.74641, 0.68447], [-1.08756, 1.05796, -0.05062], [-0.60490, -0.03145, -0.75899], [0.28540, -1.10619, -0.16416], [1.38401, -0.64184, 0.79475], [1.71865, 0.55403, -0.15244], [0.79597, -0.08824, -1.18568], [-2.51307, 1.64517, 1.24660], [-2.08012, -0.08858, 1.38176], [-3.08653, 0.48183, 0.01855], [-1.26689, -0.39223, -1.55469], [0.00750, -2.15081, -0.37785], [2.23278, -1.34707, 0.70870], [1.15589, -0.40319, 1.84180], [2.75697, 0.66232, -0.51341], [1.39588, 1.54006, 0.22217], [1.15574, -0.43815, -2.14095]], "forces_ev_per_a": [[-0.20, -0.02, 0.12], [0.16, 0.07, -0.05], [0.11, -0.31, -0.26], [-0.63, -0.58, -0.05], [0.54, 0.28, 0.01], [0.24, 0.25, 0.02], [0.61, 0.06, -0.37], [-0.01, -0.16, -0.05], [0.03, 0.16, -0.14], [0.15, 0.04, 0.11], [-0.14, -0.11, 0.48], [0.38, 0.56, 0.24], [-0.53, 0.20, 0.40], [0.01, -0.24, -0.20], [-0.40, -0.32, 0.44], [-0.03, -0.44, -0.30], [-0.28, 0.57, -0.41]], "nbo_charge": [-0.246, -0.525, 0.081, -0.269, -0.387, -0.406, -0.226, 0.193, 0.172, 0.165, 0.189, 0.212, 0.210, 0.198, 0.208, 0.218, 0.215], "multiplicity": 1, "homo_energy_ha": -0.3378, "relative_energy_kj_mol": 203.2, "charge": 0, "lumo_ev": 1.11, "total_energy_ha": -309.7650}

=====

Record 3
{"formula": "H33O16", "method": "ωB97M-V with the def2-TZVPD basis set", "species": ["O", "H", "H", "O", "H", "H", "O", "H", "H", "O", "H", "H", "O", "H", "H", "O", "H", "H", "O", "H", "H", "O", "H", "H", "O", "H", "O", "H", "H", "O", "H", "H", "O", "H", "H", "O", "H", "H", "O", "H", "H", "O", "H", "H", "O", "H", "H", "H", "H"], "positions_angstrom": [[-1.00277, -0.23368, -1.54357], [-0.17226, 0.16178, -1.87086], [-1.52761, 0.29626, -2.15536], [-1.37681, -0.73956, 4.17683], [-2.73873, -3.52122, -1.92201], [-2.28893, -2.09060, -5.46926], [-1.96192, -3.26697, -1.45753], [0.39296, 3.84122, 2.28981], [-0.42122, 0.21675, -5.64434], [-3.46016, 1.57597, 0.39271], [-2.86502, 1.60200, 1.15359], [0.62204, -2.18700, -0.23025], [-0.39305, 4.33552, 2.02534], [-1.97680, -0.18962, 4.67950], [-0.54864, 4.90614, 2.77905], [3.96013, 0.42305, 3.04304], [3.87545, -0.21037, 3.77313], [0.37297, 1.08339, -4.82061], [-1.43592, 0.29614, 1.59856], [1.73901, 1.23652, -0.64309], [-1.57673, -0.23023, 2.40764], [-2.50985, -1.46042, 0.27524], [2.74948, 1.82574, 3.20358], [-2.23132, -2.35563, 0.54171], [0.27967, 0.87017, -5.76524], [-3.19074, 2.32146, -0.15084], [-2.65876, -1.46269, -4.84681], [3.20647, -0.04767, -2.52842], [-2.37254, -0.55875, -4.99297], [2.98682, -0.55312, -3.31632], [3.54309, -0.28482, -4.04140], [3.88537, 2.30298, 0.12801], [-1.52874, -3.90298, 1.58695], [-1.24070, -2.76721, -1.84774], [4.09057, 2.69067, -1.33806], [0.60587, -1.95366, 0.68940], [1.32955, -1.35033, 0.87533], [-2.15606, -4.42596, 1.08796], [3.43953, 2.50839, -0.67123], [-1.12901, -4.48612, 2.23660], [4.92399, 0.44913, 3.02123], [2.13400, 2.57310, 3.21372], [-0.69592, 0.24296, 0.97570], [2.48110, 3.36638, 3.62110], [0.97175, 0.89397, -0.15154], [-2.10458, -1.36861, -0.60490], [-0.92951, -1.27969, 4.83276], [-2.01585, -0.66965, 0.87328], [0.92030, 1.57689, 0.53058]], "forces_ev_per_a": [[0.16, 0.35, -0.90], [0.69, -0.58, 0.85], [-1.25, -0.08, -0.09], [-0.09, -0.03, -0.14], [-0.28, 0.33, -1.54], [0.33, 0.45, -0.31], [0.96, -0.56, 2.30], [0.06, -0.24, -0.12], [0.03, -0.23, -0.62], [-0.24, 0.15, 0.03], [0.01, 0.00, -0.27], [0.38, 0.08, -0.74], [0.17, -0.11, 0.03], [-0.22, 0.24, 0.22], [-0.19, 0.20, 0.11], [0.49, -0.60, 0.65], [-0.66, 0.04, -0.14], [0.56, 0.39, -0.19], [-1.65, 0.27, -0.44], [0.05, -0.16, -0.20], [1.82, -0.06, 0.23], [-0.14, 0.23, 0.62], [0.44, 0.41, 0.20], [0.25, -0.05, 0.37], [-0.44, -0.17, 0.81], [0.00, 0.07, -0.03], [-0.66, -0.36, 0.80], [0.24, 0.21, -0.15], [0.25, -0.12, -0.42], [-0.67, -0.60, 0.36], [0.37, 0.39, -0.17], [0.81, -0.29, 1.17], [-0.20, 0.39, -0.03], [-0.58, -0.03, -1.23], [0.56, 0.13, -0.40], [-0.53, -0.19, 1.27], [0.16, 0.20, -0.48], [-0.05, -0.46, -0.12], [-1.45, 0.05, -0.77], [0.02, 0.00, -0.01], [0.16, 0.47, -0.52], [-1.11, 0.07, -0.45], [1.09, -0.43, 0.71], [0.60, -0.29, 0.15], [0.54, 0.44, 0.35], [0.03, 0.30, -0.53], [0.13, -0.15, -0.10], [-0.79, -0.25, -0.31], [-0.17, 0.16, 0.23]], "nbo_charge": [-1.127, 0.448, 0.434, -0.976, 0.499, 0.474, -1.029, 0.480, 0.437, -0.967, 0.483, 0.464, -0.951, 0.480, 0.461, -0.997, 0.470, 0.424, -0.966, 0.488, 0.540, -0.847, 0.507, 0.546, -0.964, 0.468, -0.984, 0.452, 0.457, -1.003, 0.468, 0.467, -0.964, 0.501, 0.467, -0.997, 0.480, 0.476, -1.017, 0.486, 0.471, -1.014, 0.550, 0.472, -1.060, 0.546, 0.486, 0.510, 0.472], "multiplicity": 2, "homo_energy_ha": [-0.0868, -0.3939], "relative_energy_kj_mol": 0.0, "s_squared": 0.75, "charge": 0, "lumo_ev": [-0.08, -0.19], "total_energy_ha": -1223.4438}